DFT (ωB97M-V/def2-TZVPD) results for a 4-piece molecular cluster, H8O4 overall.

Its LUMO energy is 0.1 eV. Its total charge is 0. As for the HOMO-LUMO gap: 10.515 eV. The calculation puts the total energy at -305.754250 a.u. Its structure (SMILES) is O.O.O.O. The energy above the lowest of the compared OMol25 structures with the same formula, charge and spin comes out at 0.6791 eV. The molar mass comes out at 72.06 g mol⁻¹.

Geometry as XYZ:
```
12
Properties=species:S:1:pos:R:3:forces:R:3
O 14.132705 -18.245668 -0.946229 -0.2 -0.2 0.1
H 13.999085 -19.061470 -0.439431 0.2 0.0 -0.1
H 15.029675 -18.325248 -1.281835 0.0 0.1 0.0
O 13.842243 -20.684376 0.599234 -0.1 -0.1 -0.1
H 14.055834 -21.200798 1.381967 0.1 0.1 0.0
H 13.513365 -21.324446 -0.040487 -0.1 0.0 0.0
O 12.449637 -17.737916 1.494964 0.3 -0.2 0.0
H 12.942858 -17.796559 0.666280 0.0 0.3 -0.1
H 12.655781 -18.555345 1.958518 0.0 0.0 0.0
O 10.012637 -17.314141 2.612433 0.1 0.0 0.0
H 10.862563 -17.392749 2.134934 -0.4 0.1 0.1
H 9.363171 -17.715174 2.030064 0.0 0.0 0.0
```
Positions in Å, forces in eV/Å.


DFT (ωB97M-V/def2-TZVPD) results for a 9-piece molecular cluster, C31H48ClO19 overall in a non-equilibrium geometry.

Its LUMO energy is 2.0 eV. Its total charge is -1. As for the HOMO-LUMO gap: 9.200 eV. The calculation puts the total energy at -3099.736046 a.u. The energy above the lowest of the compared OMol25 structures with the same formula, charge and spin comes out at 0.4361 eV. The molar mass comes out at 760.16 g mol⁻¹.

Geometry as XYZ:
```
99
Properties=species:S:1:pos:R:3:forces:R:3
Cl -0.026060 -0.606069 0.512562 -0.2 1.0 0.2
O -0.691256 -0.084576 1.693544 0.0 -0.1 -0.2
O -0.813689 -0.283563 -0.662053 -0.1 -0.3 0.1
O 1.263076 0.050964 0.379966 0.0 -0.2 0.1
O 0.145189 -2.023197 0.657890 0.0 -0.2 -0.3
O 1.220060 2.653206 4.154460 0.0 -0.2 0.1
C 1.078772 3.388154 3.230540 -0.4 0.7 -0.1
O 1.357539 4.730467 3.358779 0.0 0.0 0.2
C 1.048559 5.420833 2.152839 0.1 0.1 -0.7
C 1.133555 4.345255 1.073577 -0.4 0.4 0.0
C 0.595668 3.135453 1.814792 0.5 -1.0 -0.4
H 1.759481 6.223510 1.957484 0.1 -0.1 0.4
H 0.057758 5.881293 2.215924 -0.1 -0.2 0.1
H 2.180122 4.191904 0.808910 0.0 -0.1 0.0
H 0.594758 4.639686 0.173783 0.0 -0.2 0.0
H 0.984586 2.184880 1.437671 0.2 0.1 0.2
H -0.477353 2.946836 1.749890 -0.1 0.5 0.3
O -5.539944 -2.444906 2.163127 -0.1 0.1 0.2
C -5.124883 -2.186111 1.069257 0.3 -0.2 -0.2
O -5.152979 -0.952410 0.534165 0.1 0.0 0.3
C -4.664740 -0.971877 -0.810526 -0.2 0.4 -1.3
C -4.638888 -2.430894 -1.259670 0.2 -0.7 -0.1
C -4.467386 -3.135338 0.088674 0.4 0.3 0.0
H -3.665722 -0.548995 -0.945202 0.1 -0.1 0.8
H -5.290462 -0.291460 -1.388551 -0.2 -0.3 0.0
H -3.797435 -2.597647 -1.932089 0.1 0.0 0.1
H -5.496718 -2.838743 -1.799852 -0.3 0.5 0.2
H -3.398823 -3.132603 0.340230 -0.1 -0.1 0.1
H -4.844700 -4.145879 0.208340 -0.1 0.0 -0.2
O 0.841271 2.377101 -6.616884 0.1 0.0 -0.2
C 1.093984 2.266229 -5.453704 0.0 0.0 0.0
O 0.565385 1.275962 -4.700427 0.3 -0.2 0.3
C 1.006028 1.393732 -3.330734 -0.2 0.1 0.8
C 1.407606 2.851326 -3.161542 0.5 0.0 -0.8
C 1.920606 3.194245 -4.581038 -0.9 0.3 0.8
H 1.832138 0.731452 -3.073248 0.1 0.0 -0.6
H 0.189441 1.103329 -2.666955 -0.1 0.0 -0.2
H 2.196462 3.010922 -2.430165 -0.2 -0.1 0.2
H 0.528343 3.461211 -2.949138 0.1 0.1 0.2
H 2.993516 3.062750 -4.688087 0.0 -0.2 -0.1
H 1.632340 4.219942 -4.803089 0.3 0.0 -0.4
O -4.884478 2.159133 -2.324775 -0.2 0.0 0.0
C -4.100332 2.567416 -1.516310 0.3 -0.1 -0.4
O -3.925078 1.980964 -0.323160 -0.1 0.2 0.4
C -2.933834 2.677313 0.487771 -0.2 -0.6 -0.4
C -2.129968 3.478987 -0.526144 0.3 0.1 -0.8
C -3.144487 3.725197 -1.651493 0.0 0.6 0.7
H -2.360729 1.878808 0.955951 0.1 0.1 0.2
H -3.474069 3.255969 1.236925 0.1 0.1 0.0
H -1.309053 2.854451 -0.889427 0.0 0.0 0.0
H -1.693636 4.426834 -0.215154 -0.1 -0.1 0.5
H -2.748355 3.866656 -2.651296 0.1 -0.3 -0.1
H -3.698220 4.642755 -1.416406 -0.1 -0.1 -0.1
O 5.032630 1.545852 -2.635780 -0.1 0.1 0.0
C 4.789036 0.591693 -1.946874 0.1 0.3 -0.1
O 3.731305 -0.202896 -2.199544 -0.2 -0.1 0.1
C 3.650110 -1.299978 -1.280687 0.9 -0.7 1.1
C 4.954531 -1.274809 -0.448138 0.5 0.2 -0.6
C 5.543036 0.118207 -0.731610 -0.5 -0.6 0.3
H 3.607628 -2.230710 -1.838813 -0.3 0.1 -0.2
H 2.819604 -1.237853 -0.581008 -0.4 0.4 -0.6
H 5.658560 -2.013914 -0.834362 -0.1 -0.1 0.1
H 4.822948 -1.461953 0.613402 -0.1 0.0 -0.2
H 6.611782 0.088913 -0.915947 0.0 0.2 -0.1
H 5.335795 0.809355 0.086388 0.1 0.1 0.0
O 5.137410 -1.317669 2.659625 0.2 0.0 0.1
C 4.026292 -1.196337 3.105285 0.1 0.4 0.2
O 3.124418 -2.170724 3.035484 -0.4 -0.1 -0.4
C 1.858321 -1.757722 3.603047 0.1 0.1 0.6
C 1.957966 -0.247592 3.833164 -0.1 -0.3 0.1
C 3.459097 -0.001375 3.857606 -0.2 -0.4 -0.4
H 1.761084 -2.294321 4.550345 -0.1 -0.1 -0.1
H 1.043113 -2.050344 2.952378 0.2 -0.1 -0.2
H 1.489676 0.025130 4.776859 -0.1 0.1 -0.1
H 1.463878 0.292171 3.027578 0.1 0.0 0.1
H 3.877719 -0.081796 4.862636 0.0 0.3 0.0
H 3.737290 0.931234 3.379066 0.3 0.1 0.1
O 0.036135 -6.052685 3.984853 0.0 -0.1 0.1
C -0.790649 -5.245533 3.674663 -0.1 0.2 -0.6
O -0.468348 -3.980685 3.327706 0.0 -0.1 0.6
C -1.641787 -3.153099 3.162803 0.3 -0.3 -0.3
C -2.824850 -4.014016 3.571718 -1.2 0.2 0.4
C -2.298723 -5.446752 3.538890 0.6 0.7 0.1
H -1.633033 -2.882000 2.109412 -0.2 0.2 0.0
H -1.541343 -2.262300 3.776676 0.2 0.1 -0.1
H -3.692860 -3.806775 2.942462 0.2 -0.4 -0.3
H -3.245427 -3.723074 4.539825 0.6 -0.2 0.2
H -2.494388 -5.868324 2.552948 0.1 -0.4 0.1
H -2.571467 -6.113277 4.350541 -0.5 0.0 -0.2
C 0.930341 -2.289524 -3.258345 0.2 -0.3 -0.5
C 0.025606 -1.980999 -4.424376 0.1 0.9 -0.2
O 0.382125 -2.070506 -5.575036 0.0 -0.3 0.0
C -1.339718 -1.430639 -4.053866 0.6 0.8 -0.1
H 1.186964 -1.379524 -2.718115 -0.5 0.0 0.3
H 1.884204 -2.689562 -3.601599 -0.2 -0.3 -0.1
H 0.386904 -3.013980 -2.649457 0.3 0.2 0.5
H -1.184674 -0.637061 -3.315156 -0.1 -0.5 0.5
H -1.964702 -2.235372 -3.673792 -0.2 0.2 0.1
H -1.766482 -0.867724 -4.882740 -0.2 -0.6 -0.3
```
Positions in Å, forces in eV/Å.


Copy entry 1 word for word.
DFT (ωB97M-V/def2-TZVPD) results for a 4-piece molecular cluster, H8O4 overall.

Its LUMO energy is 0.1 eV. Its total charge is 0. As for the HOMO-LUMO gap: 10.515 eV. The calculation puts the total energy at -305.754250 a.u. Its structure (SMILES) is O.O.O.O. The energy above the lowest of the compared OMol25 structures with the same formula, charge and spin comes out at 0.6791 eV. The molar mass comes out at 72.06 g mol⁻¹.

Geometry as XYZ:
```
12
Properties=species:S:1:pos:R:3:forces:R:3
O 14.132705 -18.245668 -0.946229 -0.2 -0.2 0.1
H 13.999085 -19.061470 -0.439431 0.2 0.0 -0.1
H 15.029675 -18.325248 -1.281835 0.0 0.1 0.0
O 13.842243 -20.684376 0.599234 -0.1 -0.1 -0.1
H 14.055834 -21.200798 1.381967 0.1 0.1 0.0
H 13.513365 -21.324446 -0.040487 -0.1 0.0 0.0
O 12.449637 -17.737916 1.494964 0.3 -0.2 0.0
H 12.942858 -17.796559 0.666280 0.0 0.3 -0.1
H 12.655781 -18.555345 1.958518 0.0 0.0 0.0
O 10.012637 -17.314141 2.612433 0.1 0.0 0.0
H 10.862563 -17.392749 2.134934 -0.4 0.1 0.1
H 9.363171 -17.715174 2.030064 0.0 0.0 0.0
```
Positions in Å, forces in eV/Å.


Among the records above, which one has the highest total charge? H8O4